Formula: C15H50O15
Source: the OMol25 dataset
Level of theory: ωB97M-V/def2-TZVPD

Element x y z (Å)
O -14.97473 -13.25761 -8.36473
C -15.82701 -12.57050 -9.27537
C -15.03348 -11.45478 -9.90314
O -13.72688 -11.77917 -10.28648
H -14.49454 -13.88269 -8.94764
H -16.21124 -13.29965 -10.02618
H -16.64851 -12.07291 -8.77772
H -15.03755 -10.60344 -9.19901
H -15.56857 -11.15582 -10.79549
H -13.17834 -11.85193 -9.50334
O -15.38421 -7.53466 -10.62776
C -16.53367 -6.81085 -10.36663
C -16.19553 -5.34604 -10.34567
O -15.44422 -4.94829 -11.45610
H -14.79096 -7.13832 -11.24013
H -17.32344 -6.93736 -11.10267
H -16.86784 -6.92594 -9.33425
H -15.60838 -5.17452 -9.42884
H -17.10412 -4.73666 -10.23453
H -14.64500 -4.47317 -11.14933
O -13.54850 -5.17752 -7.91543
C -12.69728 -5.07545 -6.80623
C -11.41463 -4.28878 -7.08185
O -10.70296 -5.08748 -8.10655
H -13.27436 -5.96579 -8.41451
H -13.21845 -4.63537 -5.97978
H -12.32462 -6.05118 -6.45419
H -10.78181 -4.20983 -6.18612
H -11.67366 -3.29272 -7.47570
H -10.11008 -4.55412 -8.62619
O -12.83062 -9.46947 -11.90332
C -11.71769 -9.28421 -11.02248
C -11.97330 -8.14770 -10.01210
O -13.16091 -8.29122 -9.27377
H -13.45723 -10.03485 -11.39420
H -11.56183 -10.20586 -10.46320
H -10.79126 -9.04838 -11.58973
H -12.09615 -7.26135 -10.64075
H -11.11695 -8.03682 -9.28560
H -13.89998 -8.12248 -9.86585
O -12.67245 -4.99477 -10.72593
C -12.13919 -4.42687 -11.91857
C -10.93658 -3.59910 -11.64779
O -9.97103 -4.21103 -10.77731
H -12.45659 -4.39805 -10.02465
H -11.83041 -5.31736 -12.48486
H -12.89782 -3.80614 -12.47314
H -11.35159 -2.73419 -11.16645
H -10.42789 -3.38866 -12.56968
H -10.19260 -5.14297 -10.60493
C -8.44999 -9.75084 -8.89816
O -9.53858 -10.25640 -8.13220
H -8.76778 -9.49812 -9.92290
H -7.89432 -8.87581 -8.52034
H -7.77434 -10.56074 -9.07916
H -9.91057 -9.57949 -7.55575
C -14.66793 -9.88368 -6.24573
O -14.10493 -8.59834 -6.53942
H -15.68050 -9.93918 -6.70115
H -13.95649 -10.64807 -6.57533
H -14.72557 -9.94666 -5.15190
H -13.91906 -8.61802 -7.47161
C -10.37917 -8.07774 -14.79843
O -11.72163 -7.90062 -14.32720
H -10.32482 -8.43839 -15.78063
H -9.92422 -7.07739 -14.90427
H -9.82567 -8.72265 -14.11943
H -12.13415 -8.71135 -13.95648
C -11.62433 -9.86868 -5.30828
O -11.34480 -8.76028 -6.10657
H -12.18670 -9.60140 -4.41473
H -12.19673 -10.57392 -5.92623
H -10.65145 -10.36199 -5.00037
H -12.23206 -8.36357 -6.28144
C -11.83693 -13.34073 -7.57950
O -11.68245 -12.22344 -8.37805
H -12.87055 -13.62405 -7.58536
H -11.25645 -14.17582 -7.97458
H -11.40464 -13.12842 -6.56625
H -10.85701 -11.79183 -8.21261

Force components x, y, z for each atom (eV/Å):
-0.1319 -0.7644 -0.3467
0.5493 -0.5955 -0.6195
-0.3935 0.8099 0.0239
-0.2871 -0.1212 -0.6840
-0.2328 0.4952 0.7303
0.0866 0.5679 0.3920
-0.3568 -0.3845 0.4499
0.1289 -0.1338 -0.2177
-0.1088 0.3691 -0.3200
0.5912 -0.0735 0.4893
-0.1028 -2.3191 1.0544
-0.1554 2.0089 -0.1070
0.3206 1.0414 1.3239
0.5898 0.4960 -0.6208
0.2302 1.2159 -1.2271
-0.1465 -0.7051 -0.0599
-0.2328 -0.9836 -0.1876
-0.0453 0.0367 -0.1760
-0.0238 -0.1578 -0.1816
-0.5931 -0.6934 -0.1647
0.1140 -0.2782 -0.3471
1.5316 -0.4204 0.4042
0.2068 -0.7095 -1.3852
-1.0416 0.2209 1.2693
-0.1559 0.2287 0.0504
-0.4871 0.4005 0.3887
-0.4234 -0.0143 -0.1805
-0.2871 0.0474 -0.1618
0.2559 -0.1980 0.0823
0.2773 0.6786 -0.1599
-0.0654 0.0619 0.6201
0.0513 -0.0596 0.7614
0.9712 0.1294 -0.7183
0.1564 -0.4570 0.7903
0.6309 0.1953 -0.5892
0.2003 -0.2113 -0.0385
-0.6822 -0.1069 0.0943
0.4089 0.3270 0.2892
-0.8200 -0.0702 -0.8232
-0.6027 0.0273 0.0366
-0.4124 0.1866 -0.6948
-0.3219 -1.4073 -0.8553
0.3111 -0.5770 0.7295
-0.2178 -0.2311 0.0591
0.0556 0.4150 1.2751
-0.4055 0.3242 -0.4605
0.6501 -0.6877 0.3257
0.4964 1.0337 0.3275
0.0391 0.5588 -0.5002
-0.1829 0.4115 -0.2964
-0.3287 0.2702 -1.0137
0.3778 0.1788 0.0982
-0.3012 0.2393 0.2735
-0.4742 -0.4448 0.3947
0.6358 -0.5181 0.3343
-0.2069 0.2669 0.0808
0.0136 0.5845 0.2563
-0.2821 -0.1347 0.7535
0.6345 -0.3918 0.2961
-0.7048 -0.2393 -0.2301
-0.2478 -0.0684 -0.2995
0.3161 0.3286 -1.1069
-0.6551 0.9361 1.3608
-0.0812 -0.1598 0.0045
-0.2241 -1.0822 -1.4861
-0.1361 -0.3155 0.6448
0.3360 0.1027 -0.0271
0.7159 0.5517 -0.2986
0.9280 -1.3756 0.0653
-0.1278 1.1951 -0.3965
-0.0501 -0.0574 0.1369
0.2212 -0.2544 0.5642
-1.0714 0.6023 -0.3214
0.6869 -0.3158 -0.0343
1.4963 -0.6007 1.1483
-1.1687 0.7060 -1.0608
-0.4357 0.0159 0.5053
0.0588 -0.2584 -0.0718
-0.8483 -0.3706 -0.4658
0.9862 0.6821 0.0509

**ΔE to the lowest compared entry with this formula, charge and spin**: 0.2846 eV
**Calculated total energy**: -47074.0637 eV
**F_max**: 0.0496 hartree/bohr
**Highest occupied orbital energy**: -9.70 eV
**SMILES string**: OCCO.OCCO.OCCO.OCCO.OCCO.CO.CO.CO.CO.CO

Löwdin atomic charge list, values in e, 8 entries: number 1, O, carries -0.09; number 2, C, carries -0.23; number 3, C, carries -0.26; number 4, O, carries -0.06; number 5, H, carries 0.10; number 6, H, carries 0.13; number 7, H, carries 0.11; number 8, H, carries 0.11